(1)
# C8H14O2

A cluster of 2 separate species, C8H14O2 in total at a distorted geometry (the ωB97M-V functional and the def2-TZVPD basis, the Open Molecules 2025 dataset).

Structure (XYZ):
```
24
Properties=species:S:1:pos:R:3
O 0.6235 1.0187 -0.2152
O 0.4664 -2.0440 0.5060
C -1.1519 -1.7341 -1.7105
C -1.5744 -1.2480 -0.3553
C 1.9273 0.7465 -0.2295
C 0.4601 2.2202 0.3829
C -0.8170 -0.8177 2.0896
C 2.9816 1.6750 -0.7175
C -2.7705 -0.7065 -0.1190
C -0.5521 -1.4133 0.7244
H -1.7252 -1.2307 2.5308
H 2.1428 -0.2999 -0.0534
H 2.5317 2.4753 -1.3128
H -3.5046 -0.6072 -0.9081
H 3.5482 2.1561 0.0847
H -0.2823 -1.1690 -2.0522
H 3.7002 1.1186 -1.3288
H -1.9555 -1.6244 -2.4381
H -0.8468 -2.7807 -1.6641
H -0.9401 0.2636 2.0051
H 0.0293 -1.0375 2.7369
H 1.0488 2.5029 1.2377
H -3.0667 -0.3465 0.8554
H -0.2725 2.8826 -0.0490
```

The calculation puts the gap between HOMO and LUMO (spin up / spin down) at 8.430 / 7.693 eV.

=====

(2)
# C24H31AsCl2IrN5O3PS3

A structure of composition C24H31AsCl2IrN5O3PS3 at a distorted geometry (the ωB97M-V functional and the def2-TZVPD basis, the Open Molecules 2025 dataset).

Structure (XYZ):
```
71
Properties=species:S:1:pos:R:3
Ir 0.6612 -1.1108 0.4479
As 0.0832 -0.0792 2.8188
Cl 1.8012 -4.0716 -0.6884
Cl 1.6044 -3.2896 2.0666
S 0.7286 0.9977 -0.9686
S -1.3436 3.1521 -1.1652
S 3.5816 -1.0979 -0.4387
P -1.0163 -2.6907 -0.2125
O 4.2860 -2.3305 -0.2615
O 2.4707 1.1752 2.2169
O 2.5108 -1.1380 -1.4229
N -2.3544 -4.3347 -1.9775
N 2.7809 -0.6766 0.9526
N -3.7369 -3.2098 -0.4248
N -1.6630 0.9312 0.1938
N -2.3842 -5.0432 0.2720
C -0.2424 1.8087 3.2195
C -3.6439 -4.3530 0.4674
C -1.6108 -0.7610 3.5819
C -3.9544 1.2413 1.0494
C 5.0818 2.1367 1.1063
C 5.8299 0.5849 -1.1318
C -3.9170 3.7579 -0.2481
C -1.2290 -3.4663 -1.9331
C 6.6095 1.6568 -0.7016
C -5.0030 3.3594 0.4985
C 4.6868 0.3053 -0.4178
C -5.0214 2.1032 1.1275
C -2.8266 2.9004 -0.3274
C -1.2508 -4.3125 0.7377
C 1.2564 -0.6751 4.2623
C 2.4930 -4.2918 0.9145
C -0.8022 1.5714 -0.5535
C -2.8294 -2.1532 -0.1000
C 4.3196 1.0582 0.6910
C 6.2418 2.4194 0.3984
C -2.2544 -5.4872 -1.1022
C -3.6293 -3.6710 -1.7982
C 3.1027 0.5457 1.3805
C -2.8151 1.6332 0.3372
H -1.2981 -5.9903 -1.2459
H 0.9958 -0.1319 5.1731
H -1.3689 -4.0675 1.7989
H -1.6804 -1.8442 3.5024
H -1.1398 2.1532 2.7074
H 3.5236 -3.9335 0.8678
H -3.8941 4.7046 -0.7631
H -4.4655 -5.0400 0.2491
H -3.9877 0.2737 1.5248
H -5.8534 4.0139 0.6028
H -4.4346 -4.3826 -2.0023
H -3.0025 -1.8035 0.9212
H -3.7230 -4.0224 1.5053
H -0.3277 -4.0227 -2.2000
H -1.6131 -0.4891 4.6396
H 2.2916 -0.4628 4.0137
H 4.7912 2.7019 1.9772
H -1.3691 -2.6369 -2.6338
H 6.8737 3.2295 0.7279
H -2.9787 -1.3087 -0.7787
H -5.8988 1.8127 1.6826
H 0.6099 2.4148 2.9274
H -3.0652 -6.1819 -1.3318
H 1.1452 -1.7437 4.4437
H -3.7145 -2.8239 -2.4813
H 2.4068 -5.3358 1.2201
H 6.1213 -0.0100 -1.9852
H -2.4766 -0.3025 3.1093
H -0.3940 1.9033 4.2972
H 7.5241 1.8784 -1.2289
H -0.3603 -4.9304 0.6111
```

As for the expectation value of S²: 8.800. The spin multiplicity is 6. The charge is +2. The calculation puts the gap between HOMO and LUMO (spin up / spin down) at 7.952 / 4.901 eV.

=====

(3)
# C6H10O

The molecule C6H10O (the ωB97M-V functional and the def2-TZVPD basis, the Open Molecules 2025 dataset).

Structure (XYZ):
```
17
Properties=species:S:1:pos:R:3
O 0.8376 -1.8403 -1.8154
C 0.7409 1.8780 1.0752
C -0.3576 -1.7048 -1.8984
C 0.5851 -0.6468 1.3005
C -0.4570 0.5585 -0.6396
C 0.2474 0.5781 0.4948
C -1.1784 -0.6255 -1.2260
H 0.1351 -1.5592 0.9021
H -1.7601 -1.1509 -0.4516
H -0.9730 -2.4287 -2.4802
H -0.5807 1.4976 -1.1778
H -1.9274 -0.2891 -1.9545
H 0.2262 2.0713 2.0264
H 0.2830 -0.5302 2.3490
H 1.8146 1.8508 1.2959
H 1.6724 -0.7948 1.2952
H 0.5414 2.7232 0.4094
```

Its SMILES is CC(C)=CCC=O. The calculation puts the gap between HOMO and LUMO at 9.990 eV.

=====

(4)
# C5H10O

A cluster of 3 separate species, C5H10O in total at a distorted geometry (the ωB97M-V functional and the def2-TZVPD basis, the Open Molecules 2025 dataset).

Structure (XYZ):
```
16
Properties=species:S:1:pos:R:3
O 2.0361 0.2096 0.1646
C -3.7162 -0.0435 0.1484
C 4.8673 -0.5441 0.1850
C -4.4122 0.9798 -0.4540
C 4.8839 0.6230 -0.4575
C -4.3329 -1.2182 0.4868
H 5.7922 -1.0989 0.2092
H -5.3990 -1.3077 0.3224
H -3.7691 -2.0883 0.8055
H -2.6784 0.1171 0.4198
H -4.0815 2.0013 -0.2863
H 3.9496 -0.8597 0.6386
H 1.2502 -0.0789 -0.3353
H 4.0392 1.2775 -0.2718
H -5.3478 0.7784 -0.9661
H 5.5182 0.8866 -1.2953
```

As for the expectation value of S²: 0.753. The spin multiplicity is 2. The charge is +1. The calculation puts the gap between HOMO and LUMO (spin up / spin down) at 2.995 / 2.954 eV.